A structure of composition C48H52AlBrGe2NO4Sb, computed with the ωB97M-V functional and the def2-TZVPD basis.

Geometry as XYZ:
```
110
Properties=species:S:1:pos:R:3:forces:R:3
Al 18.573441 -14.575362 -1.353794 -0.7 -0.7 -0.2
C 20.473960 -9.872336 -0.665530 0.3 -0.4 -0.5
C 20.745346 -11.306637 -0.306566 -0.1 -0.1 -0.1
C 21.953945 -11.820367 0.208969 -0.8 0.1 0.5
C 22.051046 -13.163118 0.531662 -1.2 1.5 -1.1
C 21.030196 -13.987821 0.120256 1.7 -1.5 1.1
Br 21.324979 -15.830971 0.587206 -0.7 0.5 -0.5
N 19.973997 -13.565437 -0.509735 -1.1 0.1 0.0
C 19.777944 -12.235760 -0.619493 0.0 0.5 -0.6
H 20.460899 -9.163496 0.137289 0.2 0.1 0.7
H 19.539378 -9.758199 -1.199715 -0.3 -0.2 0.0
H 21.244674 -9.572839 -1.358621 0.4 0.3 -0.2
H 22.764184 -11.177077 0.492519 0.2 0.4 -0.1
H 22.872356 -13.528512 1.050763 1.3 -0.7 0.7
H 18.831364 -11.930961 -1.088132 0.4 -0.1 0.2
C 20.640003 -10.999961 -5.107221 -0.6 -0.7 -0.2
C 20.920998 -12.128046 -4.104390 -0.2 -0.4 -0.5
Ge 20.330234 -13.794768 -4.883398 0.1 -0.1 -0.4
C 21.496552 -14.400792 -6.348303 0.6 -1.0 0.9
C 22.904855 -13.785289 -6.356262 0.7 -0.4 -0.8
C 18.512225 -13.621660 -5.505448 1.3 -0.1 -0.2
C 17.418609 -13.311510 -4.829998 -1.4 1.1 -0.6
Ge 16.939990 -13.652257 -2.958435 0.0 0.2 0.0
C 16.254832 -11.922423 -2.291429 -1.1 -0.2 0.1
C 14.751343 -12.102529 -1.926511 0.3 0.6 1.0
C 15.684488 -15.197039 -2.881877 0.7 0.3 1.3
C 14.378853 -15.353306 -3.598623 -0.8 -0.3 0.0
C 16.339706 -12.513269 -5.576726 0.1 -0.6 0.4
C 14.984964 -12.584853 -5.240940 0.6 -0.6 0.2
C 14.001020 -11.971474 -5.980405 0.0 0.5 0.7
C 14.334316 -11.125758 -7.002677 0.8 0.5 -0.9
C 15.686553 -10.973322 -7.328498 0.3 -0.1 -0.5
C 16.668984 -11.681583 -6.640277 0.2 0.3 -0.2
H 20.837928 -10.042274 -4.645291 0.0 0.3 -0.3
H 19.578128 -11.076155 -5.434685 0.5 0.4 0.5
H 21.188948 -11.122529 -6.048141 0.3 0.2 0.3
H 20.330814 -12.015492 -3.202317 -0.1 0.2 0.2
H 21.954345 -12.298235 -3.814092 0.3 0.4 0.0
H 20.978649 -14.032800 -7.199944 -0.7 0.3 -0.9
H 21.496915 -15.509962 -6.450749 0.0 0.7 0.1
H 22.904174 -12.808819 -5.879810 0.2 0.1 0.0
H 23.291200 -13.647476 -7.402738 -0.5 -0.1 0.9
H 23.669232 -14.425601 -5.886416 -0.4 0.3 0.1
H 18.587917 -13.321558 -6.564666 -0.2 -0.3 0.3
H 16.397592 -11.136961 -3.044678 0.0 -0.2 0.2
H 16.741484 -11.631180 -1.357543 0.3 0.0 -0.1
H 14.102199 -12.052194 -2.805257 0.1 -0.5 0.3
H 14.411238 -11.272048 -1.272812 0.2 -0.4 -0.3
H 14.658087 -13.020926 -1.297895 -0.4 0.5 -0.8
H 15.525033 -15.251905 -1.785791 -0.2 -0.1 -0.3
H 16.306499 -16.061247 -3.094412 0.3 -0.2 -0.2
H 13.620929 -14.612931 -3.256239 0.4 -0.6 -0.4
H 14.015229 -16.372633 -3.376843 -0.2 0.5 0.0
H 14.509019 -15.336355 -4.680876 -0.2 0.3 0.0
H 14.661451 -13.156275 -4.391115 0.1 -0.2 0.0
H 12.992436 -12.047488 -5.631452 -0.5 -0.2 -0.1
H 13.587631 -10.572909 -7.556930 0.0 -0.1 0.0
H 16.020309 -10.355309 -8.175104 -0.4 -0.1 0.5
H 17.716929 -11.553959 -6.916687 -0.3 0.1 0.0
O 20.482362 -14.745558 -3.216694 -0.7 -1.0 0.4
C 20.158769 -15.973343 -2.882073 0.8 0.5 -0.5
O 19.209278 -16.152199 -2.053084 0.1 0.5 0.3
C 20.945620 -17.083693 -3.323770 -0.1 -1.1 0.0
C 20.525450 -18.372237 -2.937684 0.6 0.7 -0.4
C 21.311139 -19.492707 -3.137589 -0.6 -0.3 0.4
C 22.511338 -19.327133 -3.820385 -0.7 -0.2 0.6
O 23.470751 -20.213186 -4.106689 -0.4 -0.1 0.1
C 24.399650 -19.512112 -4.926721 1.5 -0.9 -1.0
O 24.117597 -18.135987 -4.844711 -0.3 0.3 0.6
C 22.896792 -18.068605 -4.244040 0.1 1.4 -0.3
C 22.172778 -16.925314 -3.998432 -0.1 -0.5 0.2
H 19.564192 -18.455492 -2.480089 -0.3 -0.2 0.3
H 20.900609 -20.400886 -2.693491 0.7 -0.1 -0.6
H 24.303842 -19.806402 -5.984724 -0.2 -0.2 0.3
H 25.424546 -19.767759 -4.593951 -0.6 0.4 0.0
H 22.528556 -15.942214 -4.226960 0.3 0.2 -0.2
C 12.603790 -13.850620 1.072105 0.4 0.4 0.3
C 13.593201 -12.925458 1.419067 -1.7 -0.3 -0.3
C 14.900850 -13.255161 1.474679 1.0 -0.4 0.2
C 15.278812 -14.556975 1.173166 0.8 -0.8 -0.4
C 14.325797 -15.479413 0.773996 -0.7 -0.1 -0.1
C 12.963352 -15.133545 0.758273 0.6 -0.3 -0.2
Sb 17.326095 -15.246904 1.131729 -0.2 1.0 0.0
C 18.158747 -14.248646 2.830629 0.4 -0.3 0.2
C 18.199588 -12.841237 2.920885 1.0 -1.4 0.3
C 18.778592 -12.271128 4.051740 -0.4 0.3 -0.3
C 19.314312 -13.028615 5.072002 -0.3 -0.4 0.2
C 19.252999 -14.404460 4.981597 -0.1 -0.8 -0.5
C 18.701799 -15.046445 3.863314 -0.2 1.4 -0.2
C 17.298176 -17.264429 1.696042 0.0 1.4 -0.5
C 17.960996 -18.124295 0.841630 1.2 -0.4 -1.2
C 17.899591 -19.483011 1.072677 -0.6 -0.5 0.2
C 17.157639 -19.956394 2.156188 0.9 1.0 -0.3
C 16.626636 -19.054452 3.062041 -1.0 -0.2 0.7
C 16.618507 -17.683303 2.820048 0.3 -1.0 0.0
H 11.579569 -13.532644 1.077441 -0.3 0.0 -0.1
H 13.267023 -11.944363 1.634723 -0.1 1.0 0.3
H 15.596412 -12.499083 1.768408 0.5 0.2 0.2
H 14.590771 -16.480166 0.454669 0.1 -0.1 0.2
H 12.216889 -15.863955 0.494669 -0.1 -0.2 -0.1
H 17.984239 -12.246705 2.051806 -0.5 0.4 0.0
H 18.743047 -11.209426 4.156338 0.2 0.6 -0.1
H 19.744180 -12.588129 5.963075 -0.1 0.2 -0.1
H 19.622814 -15.014816 5.786284 0.2 -0.1 0.2
H 18.705374 -16.122430 3.791351 -0.1 -0.1 0.1
H 18.607265 -17.802773 -0.028816 -1.0 0.0 1.1
H 18.376967 -20.192095 0.408381 0.0 0.1 0.0
H 17.087793 -21.000815 2.306796 -0.1 -0.9 0.3
H 16.123379 -19.431760 3.956899 0.1 0.1 -0.3
H 16.112318 -17.011869 3.496949 0.0 0.1 0.0
```
Forces are in eV/Å.

Computed properties:
energy above the lowest of the compared OMol25 structures with the same formula, charge and spin = 0.0 kcal per mole
frontier orbital gap = 7.26 eV
HOMO level = -12.8 eV
total charge = +2

Mulliken atomic charge list, values in e, 2 entries: atom 1 (Al): -2.3130, atom 2 (C): -1.7378